[1]
Computed, not measured: C10H15AsN5O8S2Tl as an isolated structure at a distorted geometry, with ωB97M-V/def2-TZVPD.

Results
- E_tot: -121647.0125 eV
- M: 676.7 Da
- Lowest unoccupied orbital energy: 4.5699 eV
- Max |F|: 1.6 eV/Å
- Gap between HOMO and LUMO: 7.72 eV
- Total charge: -2
- HOMO: -3.2 eV

Each line ends with the Mulliken charge.
Atoms and positions in Å:
1 Tl 0.88 -0.66 0.42  1.46
2 N 3.10 -1.64 0.96  -0.41
3 C 2.88 -2.97 1.48  -0.62
4 C 1.68 -2.98 2.45  0.58
5 O 1.68 -3.77 3.41  -0.80
6 N 0.73 -2.12 2.12  -0.16
7 C -0.41 -1.92 2.96  -0.56
8 C -0.95 -0.47 2.91  0.52
9 O -1.82 -0.16 3.72  -0.80
10 O -0.48 0.32 2.01  -0.58
11 H 3.54 -1.02 1.63  0.17
12 H 3.59 -1.55 0.06  0.32
13 H 2.65 -3.64 0.65  0.20
14 H 3.75 -3.38 2.02  0.31
15 H -1.25 -2.56 2.64  0.16
16 H -0.18 -2.16 4.00  0.39
17 O 1.56 -0.92 -1.69  -0.65
18 S 2.74 0.04 -1.58  1.28
19 O 3.98 -0.74 -1.51  -0.90
20 O 2.54 0.74 -0.24  -0.67
21 O 2.74 1.00 -2.67  -0.74
22 C -4.12 -0.42 -1.38  -1.43
23 As -2.24 0.23 -1.08  1.46
24 C -1.99 0.88 -2.90  -1.17
25 C -2.75 1.59 0.22  -1.07
26 S -1.39 -1.64 -0.54  -0.55
27 H -4.76 0.39 -1.75  0.39
28 H -4.51 -0.80 -0.44  0.37
29 H -4.11 -1.24 -2.10  0.36
30 H -2.41 1.89 -2.99  0.37
31 H -2.49 0.20 -3.58  0.33
32 H -0.93 0.92 -3.12  0.35
33 H -3.00 2.51 -0.31  0.34
34 H -1.91 1.75 0.90  0.24
35 H -3.60 1.23 0.80  0.43
36 O -0.20 1.21 -0.71  0.25
37 N 0.08 2.25 -1.45  -1.04
38 C 1.00 3.13 -1.19  1.06
39 C 1.13 4.18 -2.15  0.02
40 N 1.21 5.07 -2.87  -0.61
41 C 1.80 3.34 -0.01  0.12
42 N 2.24 3.87 0.91  -0.68

***

[2]
Computed, not measured: one molecule with the formula C4H8O2, with ωB97M-V/def2-TZVPD.

Results
- E_tot: -8371.8446 eV
- M: 88.1 Da
- Lowest unoccupied orbital energy: 0.7644 eV
- Max |F|: 0.5 eV/Å
- Gap between HOMO and LUMO: 9.92 eV
- Energy above the lowest of the compared OMol25 structures with the same formula, charge and spin: 33.1 kcal/mol
- HOMO: -9.2 eV
- SMILES: C=C(O)[C@@H](C)O

Each line ends with the Mulliken charge.
Atoms and positions in Å:
1 C -1.68 -0.53 0.19  -1.12
2 C -0.74 0.40 -0.01  0.68
3 O -1.08 1.68 -0.36  -0.55
4 C 0.75 0.30 0.26  0.56
5 C 1.29 -1.10 0.04  -1.34
6 O 1.52 1.19 -0.51  -0.55
7 H -2.71 -0.18 0.24  0.27
8 H -1.50 -1.59 0.30  0.23
9 H -1.98 1.65 -0.74  0.32
10 H 0.86 0.55 1.33  0.12
11 H 0.79 -1.82 0.69  0.36
12 H 2.36 -1.13 0.25  0.34
13 H 1.13 -1.40 -1.01  0.34
14 H 0.98 1.98 -0.67  0.35

***

[3]
Computed, not measured: a 2-piece molecular cluster, C3H7NO2 overall at a distorted geometry, with ωB97M-V/def2-TZVPD.

Results
- E_tot: -8808.7442 eV
- M: 89.1 Da
- Lowest unoccupied orbital energy: 0.8744 eV
- Max |F|: 3.1 eV/Å
- Gap between HOMO and LUMO: 10.82 eV
- Energy above the lowest of the compared OMol25 structures with the same formula, charge and spin: 41.2 kcal/mol
- HOMO: -9.9 eV
- SMILES: CC=O.NC=O

Each line ends with the Mulliken charge.
Atoms and positions in Å:
1 C 3.41 1.36 -1.56  -0.92
2 C 4.49 1.52 -2.62  0.18
3 O 5.62 1.90 -2.48  -0.44
4 H 2.62 2.12 -1.56  0.27
5 H 3.78 1.40 -0.49  0.28
6 H 2.88 0.43 -1.37  0.32
7 H 4.22 1.27 -3.66  0.31
8 N -5.17 -1.53 2.54  -0.38
9 C -3.97 -1.73 1.91  0.19
10 O -3.24 -0.83 1.59  -0.51
11 H -5.69 -2.36 2.79  0.23
12 H -5.24 -0.72 3.14  0.23
13 H -3.71 -2.83 1.76  0.23

***

[4]
Computed, not measured: a 7-piece molecular cluster, C17H35N2O9S overall at a distorted geometry, with ωB97M-V/def2-TZVPD.

Results
- E_tot: -50429.5418 eV
- M: 443.5 Da
- Lowest unoccupied orbital energy: -3.1799 eV
- Max |F|: 3.4 eV/Å
- Gap between HOMO and LUMO: 7.25 eV
- Total charge: +1
- HOMO: -10.4 eV

Each line ends with the Mulliken charge.
Atoms and positions in Å:
1 C -4.25 -0.37 -2.30  0.11
2 C -3.09 -0.34 -2.00  -1.54
3 C -1.65 -0.15 -1.55  1.01
4 C -0.96 -1.54 -1.66  -1.99
5 C 0.45 -1.42 -0.95  1.03
6 C 1.18 -2.76 -1.16  -1.36
7 C 2.59 -2.83 -0.49  -0.65
8 C 2.54 -2.67 1.03  0.34
9 O 2.51 -1.55 1.49  -0.53
10 N 2.53 -3.83 1.93  -0.35
11 C 1.74 -3.43 3.09  0.40
12 C 2.34 -2.98 4.27  -0.50
13 C 1.51 -2.57 5.35  -0.63
14 C 0.12 -2.63 5.18  -0.32
15 C -0.50 -3.10 4.00  -0.77
16 C 0.34 -3.50 2.94  -0.11
17 C 1.18 -0.17 -1.58  -0.31
18 C 0.45 0.51 -2.77  -1.32
19 N -1.01 0.81 -2.52  0.04
20 C -1.32 2.23 -2.18  -0.72
21 S -0.29 2.95 -0.87  0.85
22 O 1.06 3.22 -1.31  -0.52
23 O -0.38 2.22 0.37  -0.54
24 H -5.33 -0.48 -2.42  0.50
25 H -1.70 0.25 -0.52  0.49
26 H -1.55 -2.34 -1.17  0.61
27 H -0.78 -1.87 -2.70  0.26
28 H 0.27 -1.18 0.12  0.43
29 H 1.25 -3.01 -2.24  0.37
30 H 0.56 -3.54 -0.66  0.45
31 H 3.09 -3.80 -0.73  0.46
32 H 3.22 -2.04 -0.94  0.32
33 H 3.49 -4.03 2.20  0.40
34 H 3.43 -2.91 4.36  0.46
35 H 1.97 -2.20 6.27  0.38
36 H -0.53 -2.29 6.00  0.34
37 H -1.58 -3.14 3.84  0.40
38 H -0.08 -3.86 1.99  0.44
39 H 1.40 0.58 -0.79  0.05
40 H 2.17 -0.47 -1.97  0.52
41 H 0.96 1.43 -3.09  0.52
42 H 0.50 -0.18 -3.63  0.48
43 H -1.49 0.63 -3.41  0.53
44 H -2.37 2.26 -1.81  0.46
45 H -1.33 2.88 -3.07  0.30
46 H -0.85 4.18 -0.59  0.22
47 O 2.85 5.25 -0.22  -0.63
48 H 2.60 4.44 -0.68  0.37
49 H 2.63 5.08 0.70  0.29
50 O 4.57 -3.08 6.24  -0.60
51 H 5.02 -2.23 6.32  0.31
52 H 5.09 -3.66 6.81  0.28
53 O 1.75 5.36 -3.57  -0.63
54 H 2.17 6.01 -3.00  0.35
55 H 1.84 4.53 -3.09  0.28
56 O -3.67 3.42 -3.57  -0.63
57 H -3.15 3.66 -4.35  0.32
58 H -4.14 4.24 -3.35  0.31
59 O -4.68 5.90 -1.72  -0.62
60 H -5.06 5.89 -0.84  0.32
61 H -3.92 6.49 -1.65  0.32
62 O -5.26 -1.12 1.05  -0.64
63 H -4.72 -0.87 0.29  0.28
64 H -5.74 -0.31 1.27  0.32

***

[5]
Computed, not measured: a 2-piece molecular cluster, CH6NS overall at a distorted geometry, with ωB97M-V/def2-TZVPD.

Results
- E_tot: -13460.3046 eV
- M: 64.1 Da
- Lowest unoccupied orbital energy: 4.4630 eV
- Max |F|: 1.3 eV/Å
- Gap between HOMO and LUMO: 6.64 eV
- Total charge: -1
- Energy above the lowest of the compared OMol25 structures with the same formula, charge and spin: 4.7 kcal/mol
- HOMO: -2.2 eV

Each line ends with the Mulliken charge.
Atoms and positions in Å:
1 N 1.98 -0.01 1.55  -0.65
2 H 1.49 -0.03 2.41  0.21
3 H 1.34 -0.36 0.81  0.18
4 H 2.82 -0.59 1.62  0.16
5 C -0.90 1.08 -1.04  -0.65
6 S -0.71 -0.60 -0.36  -0.75
7 H -1.77 1.70 -0.66  0.18
8 H 0.05 1.61 -0.92  0.19
9 H -1.10 0.90 -2.11  0.14

***

[6]
Computed, not measured: one molecule with the formula C2H3BrO2 at a distorted geometry, with ωB97M-V/def2-TZVPD.

Results
- E_tot: -76255.7889 eV
- M: 138.9 Da
- Lowest unoccupied orbital energy: 0.7151 eV
- Max |F|: 2.6 eV/Å
- Gap between HOMO and LUMO: 11.11 eV
- Energy above the lowest of the compared OMol25 structures with the same formula, charge and spin: 103.5 kcal/mol
- HOMO: -10.4 eV
- SMILES: BrCC1OO1

Each line ends with the Mulliken charge.
Atoms and positions in Å:
1 Br -2.24 -0.38 -0.32  -0.14
2 C -0.46 -0.41 0.50  -0.46
3 C 0.44 0.46 -0.39  0.25
4 O 1.57 1.04 0.10  -0.25
5 O 1.75 -0.12 -0.66  -0.27
6 H -0.64 -0.01 1.58  0.28
7 H -0.36 -1.55 0.48  0.30
8 H -0.07 0.97 -1.29  0.29